Density functional theory data (wB97M-V/def2-TZVPD) for an isolated molecule of C4H4O2.

Cartesian coordinates (Å):
O -1.32657 -1.58087 -1.70616
C -1.93944 -0.79195 -1.02334
C -1.18690 0.21093 -0.28144
C -0.13094 0.62194 0.13986
C 1.31648 0.69327 0.37011
O 1.72263 0.37900 1.67805
H -3.03218 -0.83274 -0.93014
H 1.68917 -0.03723 -0.36582
H 1.73206 1.67130 0.12083
H 1.15570 -0.33365 1.99803

Its SMILES is O=CC#CCO. The value obtained for the highest occupied orbital energy is -0.3788 Ha. The total energy is -305.1867 a.u. The HOMO-LUMO gap is 10.205 eV.



Density functional theory data (wB97M-V/def2-TZVPD) for a cluster of 9 separate species, C32H42F8NO28PSi in total.

Cartesian coordinates (Å):
C -2.09841 -0.55153 3.90012
C -3.13044 0.37726 3.26203
N -2.94672 0.37274 1.78713
C -3.35212 1.65074 1.19463
C -2.95919 1.76032 -0.27484
Si -1.08757 1.84215 -0.59289
C -0.28632 0.18776 -1.06331
C -1.20276 -0.98769 -0.95922
O -2.10704 -1.15225 -1.70705
P -0.79987 3.22020 -2.38263
O -2.13301 2.84424 -3.34403
O -0.96977 4.78404 -1.79293
C -3.71812 -0.71452 1.27511
C -5.19343 -0.57321 0.95136
O -3.21041 -1.77075 1.13625
H -2.16686 -1.55977 3.49822
H -2.22260 -0.58538 4.98005
H -1.09890 -0.18814 3.66270
H -2.94512 1.37260 3.66103
H -4.12839 0.01917 3.53965
H -4.43790 1.80821 1.29028
H -2.88190 2.44586 1.76869
H -3.36718 2.71090 -0.63067
H -3.43994 0.99456 -0.88847
H -0.39061 2.38578 0.59707
H 0.04251 0.24625 -2.09789
H 0.61961 0.06698 -0.47067
H -1.00132 -1.71911 -0.15907
H -2.42314 1.96179 -3.06932
H -0.90515 4.78896 -0.82836
H -5.59187 -1.57818 0.88845
H -5.39364 -0.09286 -0.00332
H -5.74097 -0.08774 1.75756
O 1.85555 -2.01564 -6.42926
C 1.14194 -1.10525 -6.16319
O 0.17639 -0.62300 -6.98723
C -0.55378 0.37058 -6.25523
C 0.44922 0.78997 -5.21577
F -0.15769 1.14626 -4.04973
O 1.18546 -0.40478 -4.99676
H -1.44456 -0.08373 -5.81689
H -0.85813 1.18960 -6.90173
H 1.12588 1.58165 -5.52560
O -3.67285 -1.90067 -8.68441
C -2.94142 -2.83143 -8.68272
O -2.48415 -3.44678 -7.55876
C -1.74268 -4.59728 -7.97761
C -1.35251 -4.22939 -9.38576
F -1.27897 -5.32189 -10.18600
O -2.43794 -3.42204 -9.80524
H -2.38756 -5.47697 -7.94591
H -0.88379 -4.76327 -7.33145
H -0.42428 -3.66079 -9.46382
O -4.26886 -7.39184 -0.51480
C -4.29440 -6.22617 -0.72277
O -3.20929 -5.47287 -1.03435
C -3.67231 -4.15242 -1.34454
C -4.98814 -4.10592 -0.61794
F -5.89341 -3.32597 -1.26356
O -5.42183 -5.45420 -0.67080
H -3.79171 -4.05279 -2.42446
H -2.97497 -3.39590 -0.99441
H -4.91462 -3.78722 0.42299
O -2.08082 2.67822 5.08260
C -1.24282 2.43198 5.88993
O -1.17402 1.28351 6.59820
C 0.03949 1.31487 7.35600
C 0.31313 2.79113 7.44648
F 1.64362 3.05429 7.47218
O -0.23165 3.27851 6.22941
H 0.82088 0.78100 6.81179
H -0.09602 0.85262 8.32977
H -0.17155 3.28824 8.28731
O 2.34235 3.22496 -5.95267
C 3.16625 2.94566 -5.14184
O 3.23162 1.75822 -4.49071
C 4.43335 1.76548 -3.70180
C 4.68540 3.23817 -3.53791
F 6.01217 3.51711 -3.47240
O 4.16005 3.78153 -4.73972
H 5.23245 1.26899 -4.25568
H 4.28955 1.25240 -2.74645
H 4.17941 3.69215 -2.68428
O -2.10133 1.76546 9.68711
C -3.15424 1.29066 9.40656
O -3.50859 0.90776 8.15770
C -4.78356 0.26432 8.24943
C -5.33548 0.84546 9.52596
F -6.12909 -0.03691 10.17642
O -4.16299 1.06820 10.29305
H -4.64231 -0.81548 8.31525
H -5.39782 0.48865 7.38077
H -5.87098 1.78815 9.40034
O 4.93272 0.71998 -1.02492
C 5.66808 -0.21945 -1.02310
O 6.10044 -0.84673 0.08447
C 6.84854 -1.99600 -0.33136
C 7.26397 -1.60898 -1.72414
F 7.34490 -2.68361 -2.54309
O 6.18413 -0.78526 -2.14700
H 6.19485 -2.86981 -0.32086
H 7.69330 -2.17520 0.32287
H 8.19548 -1.04372 -1.77624
O 8.56822 -0.22719 1.17066
C 8.39797 0.72328 1.86177
O 7.22128 1.04162 2.45050
C 7.45509 2.16705 3.30299
C 8.68792 2.77567 2.68582
F 9.47581 3.36399 3.61606
O 9.35844 1.64190 2.16011
H 7.63494 1.82104 4.32184
H 6.60277 2.84191 3.30226
H 8.48864 3.48497 1.88061

Its SMILES is CCN(CC[Si@@H](CC=O)P(O)O)C(C)=O.O=C1OC[C@@H](F)O1.O=C1OC[C@@H](F)O1.O=C1OC[C@@H](F)O1.O=C1OC[C@@H](F)O1.O=C1OC[C@@H](F)O1.O=C1OC[C@@H](F)O1.O=C1OC[C@@H](F)O1.O=C1OC[C@@H](F)O1. The value obtained for the highest occupied orbital energy is -0.2906 Ha. The total energy is -4835.9398 a.u. The HOMO-LUMO gap is 7.940 eV.



Density functional theory data (wB97M-V/def2-TZVPD) for a cluster of 4 separate species, C5H14O3 in total.

Cartesian coordinates (Å):
C -0.69250 -1.52235 -0.55216
C -0.13673 -0.72512 -1.80623
C -0.17060 2.95838 -0.62428
O -1.16547 0.68833 2.41589
C 0.23141 1.72184 -1.00413
C -0.50823 0.69083 -1.77644
H -0.52280 -2.59654 -0.99243
H -1.70312 -1.39706 -0.33363
H -0.13934 -1.40590 0.50638
H -0.42658 -1.37000 -2.60252
H 0.97563 -0.80937 -1.75359
H -1.08053 3.32806 -1.03202
H 0.33842 3.67668 -0.03769
H -0.67365 -0.20534 2.37250
H 1.17404 1.27011 -0.60135
H -1.23867 1.01998 -2.52223
H 1.25356 -1.10885 1.33178
H 0.26703 -1.54743 3.35203
O 0.13992 -1.75011 2.42179
H 2.72455 -1.40850 0.69585
H -0.58765 1.23199 1.84166
O 1.94130 -0.73962 0.70080

The value obtained for the highest occupied orbital energy is -0.2743 Ha. The total energy is -424.4054 a.u. The HOMO-LUMO gap is 3.800 eV.



Density functional theory data (wB97M-V/def2-TZVPD) for a cluster of 2 separate species, C5H12NO2 in total.

Cartesian coordinates (Å):
C -1.43033 1.87144 -0.40538
O -0.63654 2.76729 -0.91693
C -0.44927 0.57001 -0.13040
C -1.07108 -0.86158 -0.14194
C -0.18890 -1.79582 0.67330
C -0.45604 -3.06914 1.02145
N 0.77506 0.72388 -0.91672
H -2.24626 1.56929 -1.11461
H -1.88399 2.15811 0.51632
H -0.07142 0.65634 0.92757
H -2.13700 -0.89940 0.07206
H -1.18375 -1.19408 -1.22856
H 0.80052 -1.33573 0.73368
H -1.40487 -3.36480 0.57300
H 0.35598 -3.57461 1.65164
H 0.61865 0.20415 -1.78559
H 0.78369 1.73838 -1.13218
H 2.29726 0.20358 0.22821
H 2.36698 -0.37143 1.70612
O 2.86810 -0.41058 0.81283

Its total charge is -1. The value obtained for the highest occupied orbital energy is -0.1072 Ha. The total energy is -402.8857 a.u. The HOMO-LUMO gap is 6.605 eV.



Density functional theory data (wB97M-V/def2-TZVPD) for a cluster of 5 separate species, C31H31F33NO8 in total.

Cartesian coordinates (Å):
C -0.25913 -5.62474 -0.06810
O -1.10418 -6.42673 -0.87279
C -1.35135 -5.86482 -2.12850
O -2.63350 -6.26430 -2.57735
C -3.68488 -5.46896 -2.31051
O -4.59367 -5.31571 -3.06531
C -3.75606 -4.89256 -0.90737
C -3.81169 -5.82978 0.12431
C -3.93125 -5.35448 1.40200
F -3.99286 -6.13343 2.45156
N -3.97308 -4.04225 1.64771
C -3.92299 -3.12388 0.65768
C -3.81359 -3.50354 -0.65919
C -3.80398 -2.47070 -1.76248
C -2.42786 -1.86153 -2.05425
C -1.80689 -1.03496 -0.91560
O -0.39481 -1.17050 -0.85836
H -0.07216 -6.15672 0.86274
H -0.72899 -4.65710 0.16816
H 0.70726 -5.43574 -0.54508
H -0.63362 -6.22738 -2.86648
H -1.27310 -4.77110 -2.07099
H -3.77530 -6.89557 -0.06018
H -4.07329 -3.74991 2.61489
H -3.99811 -2.09139 0.96975
H -4.54769 -1.70597 -1.53067
H -4.14529 -2.96601 -2.67246
H -1.70714 -2.62349 -2.36500
H -2.55321 -1.20631 -2.91941
H -1.97995 0.02403 -1.10784
H -2.24213 -1.28666 0.05716
H -0.15055 -2.09548 -0.96149
C 3.04627 -0.54669 -2.14011
C 3.03786 0.98417 -2.21772
C 1.87684 1.63703 -2.96857
F 1.87409 1.30127 -4.27100
F 2.00383 2.98680 -2.88134
F 4.21192 1.44264 -2.69283
F 2.91586 1.41951 -0.92982
O 3.87216 -1.25462 -3.04851
C 3.43990 -1.60911 -4.29280
C 4.27568 -0.96137 -5.40334
F 4.21308 0.37963 -5.31281
F 3.76825 -1.33612 -6.59792
F 2.12336 -1.36993 -4.46268
F 3.61208 -2.94860 -4.41315
H 3.48117 -0.76998 -1.17426
H 2.03217 -0.94713 -2.11932
H 0.91988 1.35431 -2.52129
H 5.31548 -1.28419 -5.32729
C -4.30356 3.16024 1.73844
C -4.23329 1.63700 1.55771
C -5.45619 0.92857 0.97280
F -6.52853 1.04809 1.76155
F -5.16844 -0.41587 0.88730
F -3.87708 1.03408 2.71122
F -3.23350 1.39956 0.65137
O -4.59753 3.63837 3.03042
C -5.88920 3.82511 3.45730
C -6.21382 2.94849 4.67352
F -6.04476 1.64276 4.36531
F -7.50156 3.14064 5.01714
F -6.77715 3.63742 2.46382
F -5.99990 5.10323 3.86373
H -3.28618 3.50233 1.55086
H -4.93191 3.62188 0.97543
H -5.69177 1.29577 -0.02816
H -5.56373 3.20929 5.51020
C 2.99858 8.21428 -1.11329
C 1.69806 9.03068 -1.11115
C 1.01687 9.28148 0.23727
F 0.63165 8.12168 0.80853
F -0.08667 10.03363 0.03162
F 0.81451 8.49759 -1.97990
F 2.03450 10.27047 -1.57187
O 2.90346 6.84542 -1.45817
C 2.65485 5.87504 -0.53004
C 1.34862 5.13433 -0.82978
F 0.30089 5.98628 -0.82149
F 1.13289 4.20405 0.13572
F 2.67497 6.35194 0.72842
F 3.64202 4.95626 -0.62550
H 3.59011 8.64732 -1.91831
H 3.56561 8.36479 -0.19412
H 1.68698 9.81608 0.91544
H 1.39541 4.63961 -1.79638
C 5.78542 -2.22498 3.75458
C 5.40310 -3.62732 4.24947
C 5.63235 -4.80597 3.29893
F 4.88538 -4.67485 2.18102
F 5.25503 -5.94319 3.92152
F 4.12357 -3.63090 4.68261
F 6.20373 -3.87696 5.32315
O 4.73630 -1.40730 3.26374
C 4.34300 -1.43218 1.96032
C 2.88025 -1.87111 1.82344
F 2.69313 -3.10633 2.32502
F 2.55828 -1.90872 0.50179
F 5.14734 -2.18251 1.18638
F 4.39659 -0.16808 1.48482
H 6.12890 -1.70347 4.64623
H 6.63138 -2.25811 3.06771
H 6.68727 -4.88474 3.02485
H 2.21900 -1.17108 2.33571

Its total charge is +1. The value obtained for the highest occupied orbital energy is -0.4739 Ha. The total energy is -5151.8806 a.u. The HOMO-LUMO gap is 8.160 eV.



Density functional theory data (wB97M-V/def2-TZVPD) for a cluster of 2 separate species, C5H9N2O2S in total.

Cartesian coordinates (Å):
C 0.73579 1.63864 -2.40026
C 0.93078 -0.89794 0.12339
C 0.68083 -0.09076 2.65136
C -0.70354 -0.22387 2.11799
C -1.65448 -1.09963 -0.93122
N 1.25525 1.79081 -1.37569
N 0.46778 -0.50048 1.26319
O 1.62267 1.51940 -0.26376
O 0.32293 1.89721 -3.59046
S 0.08779 -1.26205 -1.26396
H 1.97102 -1.37485 0.08563
H 1.05794 0.97857 2.68565
H 0.94258 -0.71788 3.53641
H -1.31336 -1.10471 2.21602
H -1.34792 0.61642 1.94554
H -2.11262 -2.16770 -1.01921
H -2.05800 -0.38033 -1.65864
H -1.82007 -0.75367 0.18453
H 0.93461 2.13282 -4.30651

Its total charge is +1. The value obtained for the highest occupied orbital energy is -0.4693 Ha. The total energy is -853.6259 a.u. The HOMO-LUMO gap is 9.093 eV.